# 1
{
  "formula": "C29H38N4O9",
  "method": "ωB97M-V/def2-TZVPD",
  "relative_energy_ev": 0.000,
  "homo_energy_ev": -9.166,
  "gap_ev": 9.6,
  "e_lumo_ev": 0.451,
  "smiles": "COC(=O)OC.COC(=O)OC.COC(=O)OC.c1ccncc1.c1ccncc1.c1ccncc1.c1ccncc1",
  "e_tot_ev": -55075.202,
  "elements": ["C", "O", "C", "O", "O", "C", "H", "H", "H", "H", "H", "H", "C", "O", "C", "O", "O", "C", "H", "H", "H", "H", "H", "H", "C", "O", "C", "O", "O", "C", "H", "H", "H", "H", "H", "H", "C", "C", "C", "N", "C", "C", "H", "H", "H", "H", "H", "C", "C", "C", "N", "C", "C", "H", "H", "H", "H", "H", "C", "C", "C", "N", "C", "C", "H", "H", "H", "H", "H", "C", "C", "C", "N", "C", "C", "H", "H", "H", "H", "H"],
  "coordinates": [[2.829, -21.206, 3.890], [1.613, -20.619, 4.442], [1.748, -19.311, 4.677], [2.708, -18.597, 4.476], [0.597, -18.893, 5.242], [0.643, -17.840, 6.127], [3.649, -20.856, 4.514], [2.902, -20.776, 2.914], [2.707, -22.236, 4.026], [1.316, -18.017, 6.980], [-0.383, -17.736, 6.504], [0.954, -16.925, 5.666], [0.553, -21.319, 7.893], [1.803, -21.999, 7.632], [2.856, -21.194, 7.527], [2.850, -19.969, 7.497], [3.973, -21.948, 7.518], [5.148, -21.174, 7.604], [0.234, -21.301, 8.985], [-0.258, -21.851, 7.354], [0.627, -20.283, 7.574], [5.219, -20.507, 8.468], [5.232, -20.615, 6.667], [5.949, -21.852, 7.564], [0.372, -22.058, 1.602], [-0.521, -21.797, 2.679], [-0.839, -20.570, 2.971], [-0.645, -19.604, 2.271], [-1.593, -20.583, 4.069], [-2.258, -19.335, 4.335], [0.960, -21.169, 1.334], [-0.306, -22.386, 0.790], [1.161, -22.816, 1.935], [-1.918, -18.863, 5.295], [-3.308, -19.505, 4.388], [-2.010, -18.721, 3.448], [1.435, -17.827, 0.949], [0.495, -17.893, -0.074], [0.971, -18.201, -1.350], [2.267, -18.287, -1.625], [3.172, -18.227, -0.641], [2.806, -17.980, 0.659], [1.067, -17.626, 1.947], [-0.527, -17.813, 0.213], [0.315, -18.391, -2.228], [4.186, -18.288, -0.952], [3.528, -17.957, 1.456], [1.465, -22.377, -3.979], [1.524, -21.029, -4.302], [1.635, -20.668, -5.615], [1.596, -21.490, -6.644], [1.589, -22.814, -6.332], [1.520, -23.310, -5.048], [1.406, -22.699, -2.961], [1.600, -20.236, -3.641], [1.925, -19.671, -5.833], [1.635, -23.566, -7.160], [1.544, -24.397, -4.876], [0.883, -24.433, 5.212], [0.240, -25.161, 4.201], [1.012, -25.967, 3.461], [2.274, -26.229, 3.765], [2.879, -25.656, 4.784], [2.219, -24.675, 5.500], [0.406, -23.742, 5.880], [-0.792, -24.966, 3.908], [0.606, -26.496, 2.578], [3.949, -25.903, 4.965], [2.634, -24.183, 6.386], [4.273, -22.868, 1.198], [3.560, -24.029, 0.883], [2.965, -24.127, -0.339], [2.960, -23.188, -1.274], [3.582, -22.034, -0.990], [4.350, -21.873, 0.182], [4.867, -22.730, 2.099], [3.567, -24.852, 1.583], [2.440, -25.080, -0.596], [3.624, -21.146, -1.619], [4.969, -21.019, 0.270]],
  "lowdin_charge": [0.01, -0.01, -0.59, 0.13, -0.04, -0.08, 0.10, 0.09, 0.07, 0.10, 0.10, 0.09, -0.01, 0.00, -0.58, 0.10, 0.00, -0.05, 0.12, 0.10, 0.07, 0.11, 0.10, 0.08, -0.02, 0.00, -0.65, 0.09, 0.01, -0.02, 0.09, 0.11, 0.10, 0.09, 0.08, 0.10, -0.07, -0.06, -0.15, 0.04, -0.17, -0.06, 0.10, 0.09, 0.11, 0.09, 0.10, -0.06, -0.07, -0.18, 0.06, -0.16, -0.08, 0.06, 0.05, 0.10, 0.11, 0.10, -0.05, -0.07, -0.19, 0.04, -0.16, -0.08, 0.09, 0.11, 0.12, 0.12, 0.10, -0.07, -0.09, -0.17, 0.06, -0.13, -0.06, 0.10, 0.09, 0.12, 0.10, 0.08]
}

# 2
{
  "formula": "C9H17N2OS",
  "method": "ωB97M-V/def2-TZVPD",
  "relative_energy_ev": 2.263,
  "homo_energy_ev": -13.194,
  "gap_ev": 9.4,
  "e_lumo_ev": -3.772,
  "charge": 1,
  "e_tot_ev": -25462.436,
  "elements": ["C", "C", "C", "C", "C", "C", "C", "C", "C", "N", "N", "O", "S", "H", "H", "H", "H", "H", "H", "H", "H", "H", "H", "H", "H", "H", "H", "H", "H", "H"],
  "coordinates": [[0.441, 1.615, 0.454], [-0.371, -0.386, -0.472], [1.349, 2.575, 0.309], [-1.688, 0.196, -0.120], [-3.036, -1.797, 0.803], [2.462, -0.218, -1.755], [2.275, -1.490, 0.424], [-2.265, -0.438, 1.084], [2.056, -0.177, -0.281], [0.695, 0.358, -0.117], [-0.969, 1.675, 0.808], [-0.448, -1.444, -1.041], [-2.776, 0.776, -1.399], [1.226, 3.625, 0.772], [2.341, 2.485, -0.155], [-3.223, -2.383, 1.689], [-2.609, -2.492, 0.085], [-3.963, -1.691, 0.294], [1.745, -1.066, -2.298], [2.182, 0.726, -2.375], [3.504, -0.608, -2.015], [1.426, -2.058, 0.247], [2.548, -1.390, 1.554], [3.133, -2.141, -0.014], [-1.436, -0.612, 1.768], [-2.987, 0.028, 1.744], [2.676, 0.503, 0.125], [-1.094, 1.901, 1.778], [-1.322, 2.465, 0.270], [-1.872, 1.463, -2.166]],
  "lowdin_charge": [-0.29, -0.49, 0.12, -0.52, -0.05, -0.05, -0.03, -0.22, -0.40, 0.06, 0.16, 0.14, 0.95, 0.11, 0.09, 0.08, 0.08, 0.06, 0.13, 0.10, 0.10, 0.03, 0.12, 0.13, 0.13, 0.12, 0.08, 0.16, 0.14, -0.06]
}